No. 1
C2H3BrN2S | wB97M-V/def2-TZVPD

Last columns: bonded neighbours and bond lengths (Å).
CARTESIAN COORDINATES (ANGSTROEM)
1 C -0.2977 -1.0589 0.0348  C2 1.344, N4 1.571, H7 1.165
2 C -1.0369 -0.2848 -0.7775  C1 1.344, S5 1.715, H8 1.066
3 N 0.1126 1.0743 0.8387  N4 1.276, S5 1.720, H9 1.052
4 N 0.6249 -0.0937 0.8623  C1 1.571, N3 1.276, Br6 2.254
5 S -1.0993 1.3738 -0.3452  C2 1.715, N3 1.720
6 Br 2.6263 -0.3208 -0.1493  N4 2.254
7 H 0.2882 -2.0397 -0.1906  C1 1.165
8 H -1.6353 -0.6061 -1.5987  C2 1.066
9 H 0.4173 1.9560 1.3253  N3 1.052

Properties
charge: 0
lowest unoccupied orbital energy (alpha / beta): -0.372 / -0.371 eV
relative energy (zero: lowest compared OMol25 entry of this formula, charge and spin): 70.7 kcal/mol

***

No. 2
C38H55Si4 | wB97M-V/def2-TZVPD

Last columns: bonded neighbours and bond lengths (Å).
CARTESIAN COORDINATES (ANGSTROEM)
1 C 0.0606 -2.3056 2.9356  C2 1.472, H12 1.103, H13 1.105, H14 1.097
2 C 1.3439 -2.7707 2.3853  C1 1.472, C3 1.419, H15 1.097
3 C 2.5403 -2.9322 3.1300  C2 1.419, C4 1.444, C10 1.440
4 C 3.1162 -4.2379 3.3512  C3 1.444, C5 1.498, C6 1.390
5 C 2.2494 -5.4591 3.3277  C4 1.498, H16 1.097, H17 1.104, H18 1.093
6 C 4.4467 -4.3480 3.7363  C4 1.390, C7 1.402, H19 1.095
7 C 5.2206 -3.2162 4.0280  C6 1.402, C8 1.497, C9 1.399
8 C 6.6962 -3.3274 4.2569  C7 1.497, H20 1.093, H21 1.096, H22 1.098
9 C 4.5689 -1.9818 4.1258  C7 1.399, C10 1.391, H23 1.095
10 C 3.2394 -1.8332 3.7448  C3 1.440, C9 1.391, C11 1.492
11 C 2.5456 -0.5357 3.9919  C10 1.492, H24 1.098, H25 1.096, H26 1.102
12 H -0.7608 -2.9652 2.6105  C1 1.103
13 H 0.0619 -2.2699 4.0405  C1 1.105
14 H -0.1848 -1.3074 2.5523  C1 1.097
15 H 1.3008 -3.1791 1.3676  C2 1.097
16 H 2.8292 -6.3674 3.1210  C5 1.097
17 H 1.7707 -5.6009 4.3118  C5 1.104
18 H 1.4558 -5.3791 2.5801  C5 1.093
19 H 4.9092 -5.3371 3.8220  C6 1.095
20 H 7.1237 -2.3418 4.4559  C8 1.093
21 H 6.9235 -3.9643 5.1188  C8 1.096
22 H 7.2090 -3.7615 3.3888  C8 1.098
23 H 5.1226 -1.1211 4.5145  C9 1.095
24 H 3.2528 0.2136 4.3705  C11 1.098
25 H 2.1039 -0.1384 3.0714  C11 1.096
26 H 1.7426 -0.6440 4.7392  C11 1.102
27 C -1.9385 -2.1289 0.4588  Si28 1.861, H59 1.099, H60 1.098, H61 1.101
28 Si -2.8666 -1.4182 -0.9891  C27 1.861, C29 1.870, C30 1.898, C36 1.876
29 C -3.0899 -2.7237 -2.3095  Si28 1.870, H62 1.099, H63 1.099, H64 1.099
30 C -4.5808 -0.8917 -0.3670  Si28 1.898, C31 1.404, C35 1.403
31 C -5.2143 0.1977 -0.9854  C30 1.404, C32 1.401, H65 1.094
32 C -6.4606 0.6464 -0.5286  C31 1.401, C33 1.400, H66 1.092
33 C -7.1028 -0.0096 0.5280  C32 1.400, C34 1.401, H67 1.095
34 C -6.4888 -1.1187 1.1239  C33 1.401, C35 1.403, H68 1.093
35 C -5.2365 -1.5645 0.6754  C30 1.403, C34 1.403, H69 1.094
36 C -2.0434 0.0789 -1.7638  Si28 1.876, Si37 1.885, H70 1.105, H71 1.106
37 Si -0.2163 0.4407 -1.4709  C36 1.885, H38 1.559, C39 1.895, C49 1.882
38 H 0.3655 -0.4600 -0.3388  Si37 1.559
39 C 0.7708 0.2940 -3.0818  Si37 1.895, Si40 1.897, H72 1.109, H73 1.107
40 Si 0.3581 1.4128 -4.5574  C39 1.897, C41 1.874, C42 1.872, C43 1.911
41 C 0.1444 0.3700 -6.0996  Si40 1.874, H74 1.100, H75 1.100, H76 1.100
42 C -1.2102 2.3897 -4.2563  Si40 1.872, H77 1.096, H78 1.095, H79 1.099
43 C 1.7762 2.6410 -4.9223  Si40 1.911, C44 1.405, C48 1.407
44 C 1.4741 3.9169 -5.4269  C43 1.405, C45 1.403, H80 1.095
45 C 2.5020 4.7980 -5.7948  C44 1.403, C46 1.400, H81 1.091
46 C 3.8429 4.4215 -5.6547  C45 1.400, C47 1.401, H82 1.094
47 C 4.1481 3.1568 -5.1353  C46 1.401, C48 1.402, H83 1.091
48 C 3.1248 2.2701 -4.7696  C43 1.407, C47 1.402, H84 1.095
49 C -0.1382 2.2637 -1.0098  Si37 1.882, Si50 1.868, H85 1.105, H86 1.105
50 Si 0.2426 2.6214 0.7836  C49 1.868, C51 1.867, C52 1.864, C53 1.899
51 C 1.9112 1.9065 1.2205  Si50 1.867, H87 1.100, H88 1.098, H89 1.097
52 C 0.2461 4.4704 1.0210  Si50 1.864, H90 1.099, H91 1.098, H92 1.099
53 C -1.1245 1.8737 1.8695  Si50 1.899, C54 1.402, C58 1.405
54 C -0.8153 1.1081 3.0024  C53 1.402, C55 1.402, H93 1.096
55 C -1.8386 0.4978 3.7409  C54 1.402, C56 1.400, H94 1.094
56 C -3.1757 0.6373 3.3517  C55 1.400, C57 1.395, H95 1.094
57 C -3.4821 1.4142 2.2348  C56 1.395, C58 1.397, H96 1.091
58 C -2.4731 2.0753 1.5305  C53 1.405, C57 1.397, H97 1.096
59 H -0.9160 -2.4063 0.1672  C27 1.099
60 H -1.8834 -1.4156 1.2913  C27 1.098
61 H -2.4364 -3.0395 0.8274  C27 1.101
62 H -2.1241 -2.9603 -2.7782  C29 1.099
63 H -3.4947 -3.6443 -1.8669  C29 1.099
64 H -3.7800 -2.3891 -3.0971  C29 1.099
65 H -4.7347 0.7092 -1.8258  C31 1.094
66 H -6.9305 1.5127 -0.9992  C32 1.092
67 H -8.0786 0.3401 0.8806  C33 1.095
68 H -6.9905 -1.6376 1.9443  C34 1.093
69 H -4.7783 -2.4378 1.1495  C35 1.094
70 H -2.1681 -0.0442 -2.8551  C36 1.105
71 H -2.6166 0.9851 -1.4932  C36 1.106
72 H 1.8369 0.4443 -2.8147  C39 1.109
73 H 0.6883 -0.7540 -3.4292  C39 1.107
74 H -0.6720 -0.3560 -5.9738  C41 1.100
75 H -0.0934 1.0082 -6.9637  C41 1.100
76 H 1.0641 -0.1857 -6.3329  C41 1.100
77 H -2.0619 1.7406 -4.0208  C42 1.096
78 H -1.1136 3.1207 -3.4461  C42 1.095
79 H -1.4685 2.9460 -5.1685  C42 1.099
80 H 0.4328 4.2336 -5.5433  C44 1.095
81 H 2.2550 5.7844 -6.1905  C45 1.091
82 H 4.6429 5.1107 -5.9426  C46 1.094
83 H 5.1925 2.8629 -5.0160  C47 1.091
84 H 3.3870 1.2844 -4.3709  C48 1.095
85 H 0.6537 2.7338 -1.6210  C49 1.105
86 H -1.0923 2.7474 -1.2874  C49 1.105
87 H 2.6679 2.4575 0.6424  C51 1.100
88 H 2.1408 2.0463 2.2852  C51 1.098
89 H 2.0222 0.8418 0.9803  C51 1.097
90 H 0.9943 4.9267 0.3584  C52 1.099
91 H -0.7294 4.9188 0.7895  C52 1.098
92 H 0.5005 4.7251 2.0589  C52 1.099
93 H 0.2247 0.9921 3.3297  C54 1.096
94 H -1.5957 -0.0859 4.6335  C55 1.094
95 H -3.9723 0.1527 3.9248  C56 1.094
96 H -4.5183 1.5098 1.9067  C57 1.091
97 H -2.7524 2.7450 0.7089  C58 1.096

Properties
charge: +1
lowest unoccupied orbital energy: -5.679 eV
relative energy (zero: lowest compared OMol25 entry of this formula, charge and spin): 5.6 kcal/mol

***

No. 3
C5H15NO2S | wB97M-V/def2-TZVPD

Last columns: bonded neighbours and bond lengths (Å).
CARTESIAN COORDINATES (ANGSTROEM)
1 C -2.2485 0.8691 1.4289  C2 1.593, C4 1.594, H9 1.056, H10 1.162
2 C -0.8511 0.5170 2.1090  C1 1.593, O3 1.398, H11 1.130, H12 1.099
3 O 0.0943 1.5169 1.8612  C2 1.398, H13 0.993
4 C -2.0345 1.0392 -0.1411  C1 1.594, N5 1.555, H14 1.142, H15 1.158
5 N -0.7510 0.5294 -0.8557  C4 1.555, C6 1.408, H16 1.096
6 C -0.6078 -0.8686 -0.7660  N5 1.408, C7 1.617, H17 1.081, H18 1.243
7 C 0.9322 -1.2795 -1.0396  C6 1.617, S8 1.868, H19 1.090, H20 1.118
8 S 1.8190 -2.5754 -0.0269  C7 1.868, H21 1.321
9 H -2.5253 1.8432 1.7283  C1 1.056
10 H -3.0370 0.0161 1.4264  C1 1.162
11 H -1.0302 0.5959 3.2222  C2 1.130
12 H -0.3774 -0.3335 1.5990  C2 1.099
13 H 0.2735 1.6494 0.8934  O3 0.993
14 H -2.9106 0.6547 -0.7650  C4 1.142
15 H -1.8773 2.1859 -0.1881  C4 1.158
16 H -0.6140 0.8194 -1.9038  N5 1.096
17 H -1.0594 -1.3772 0.0747  C6 1.081
18 H -1.2001 -1.4675 -1.6805  C6 1.243
19 H 1.5478 -0.3847 -1.1310  C7 1.090
20 H 1.0537 -1.6439 -2.0892  C7 1.118
21 H 2.8112 -1.8647 0.4786  S8 1.321
22 H 1.0137 3.0408 -1.7920  O24 0.854
23 H 1.6600 1.6240 -1.3190  O24 1.064
24 O 1.3160 2.2930 -2.0712  H22 0.854, H23 1.064

Properties
charge: 0
lowest unoccupied orbital energy: 0.567 eV
relative energy (zero: lowest compared OMol25 entry of this formula, charge and spin): 73.1 kcal/mol